{"formula": "C21H36P2PbS", "method": "ωB97M-V with the def2-TZVPD basis set", "elements": ["P", "P", "C", "C", "H", "H", "H", "H", "C", "H", "H", "H", "C", "H", "H", "H", "C", "H", "H", "H", "C", "H", "H", "H", "Pb", "C", "C", "C", "C", "C", "C", "C", "C", "C", "H", "H", "H", "H", "H", "H", "H", "H", "H", "H", "H", "H", "H", "H", "H", "S", "C", "C", "C", "C", "C", "C", "H", "H", "H", "H", "H"], "xyz": [[-0.07122, -1.41961, -6.29546], [0.04377, 1.76801, -6.17662], [-0.34742, -0.46125, -7.87262], [0.28641, 0.92746, -7.82416], [-1.43470, -0.41283, -8.02186], [0.08278, -1.05979, -8.68292], [1.37162, 0.89427, -7.99697], [-0.15790, 1.59250, -8.57278], [-1.59379, 2.52603, -6.44670], [-1.79957, 3.22911, -5.63250], [-2.37600, 1.76016, -6.46076], [-1.59327, 3.06521, -7.40029], [1.14269, 3.20917, -6.39166], [0.83707, 3.78428, -7.27832], [2.17690, 2.85714, -6.51355], [1.07033, 3.83820, -5.49343], [-1.08433, -2.90241, -6.59501], [-0.92847, -3.59747, -5.75976], [-0.80063, -3.38582, -7.53923], [-2.14132, -2.60827, -6.62920], [1.61621, -2.06552, -6.64955], [2.35609, -1.25369, -6.61744], [1.63134, -2.53356, -7.64635], [1.87348, -2.81624, -5.89002], [-1.62875, -0.17986, 1.58140], [0.77574, 1.67742, -2.39156], [-0.53710, 1.60994, -2.63379], [-1.30597, 0.65465, -3.49702], [-1.73202, -0.69447, -2.87980], [-0.60279, -1.58350, -2.46153], [0.71007, -1.43870, -2.65586], [1.40545, -0.48001, -3.57856], [1.88816, 0.83096, -2.92802], [-0.09239, -1.70307, 1.85944], [1.11076, 2.39208, -1.62056], [-1.18640, 2.32817, -2.11670], [-0.76038, 0.43622, -4.42430], [-2.21844, 1.17917, -3.82813], [-2.40336, -0.50925, -2.02152], [-2.36777, -1.22187, -3.61586], [-0.93900, -2.44328, -1.86128], [1.39875, -2.13793, -2.16324], [0.73425, -0.20093, -4.40638], [2.26694, -1.00070, -4.03517], [2.58438, 0.57808, -2.11282], [2.50134, 1.39709, -3.65112], [0.74010, -1.30033, 2.45386], [0.26033, -2.02909, 0.86032], [-0.61074, -2.52323, 2.38815], [0.25590, 1.69254, 2.15335], [-0.02273, 1.24785, 3.79311], [1.04100, 0.70846, 4.55869], [0.73491, -0.11243, 5.63943], [-0.60047, -0.38952, 5.96536], [-1.64464, 0.26460, 5.28884], [-1.35389, 1.18377, 4.28989], [2.06689, 0.88321, 4.23379], [1.55248, -0.55100, 6.22107], [-0.82746, -1.08239, 6.77808], [-2.68811, 0.08363, 5.56647], [-2.10851, 1.86363, 3.88383]], "mulliken_charge": [1.192, 1.269, -1.210, -1.240, 0.454, 0.589, 0.472, 0.601, -1.493, 0.405, 0.380, 0.493, -1.301, 0.452, 0.408, 0.407, -1.279, 0.408, 0.444, 0.406, -1.489, 0.381, 0.485, 0.411, 0.802, -0.574, -0.376, 1.029, -0.935, -0.446, -0.592, 1.129, -0.952, -1.184, 0.491, 0.428, -1.845, 0.589, 0.340, 0.420, 0.562, 0.415, -1.827, 0.588, 0.492, 0.417, 0.311, 0.324, 0.421, -0.070, 0.598, -0.633, -0.249, -0.544, -0.037, -0.990, 0.427, 0.403, 0.429, 0.461, 0.533], "orbital_gap_ev": [5.4, 5.7], "lumo_ev": [-8.48, -8.37], "total_charge": 2, "homo_energy_ev": [-13.8, -14.1], "de_lowest_kcal_mol": 0.00}